Formula: C27H39O5Sn
Source: OMol25
Level of theory: the ωB97M-V functional and the def2-TZVPD basis

```
72
Properties=species:S:1:pos:R:3:mulliken_charge:R:1
C 0.0613 -0.7101 -4.0099 2.7709
C -0.4589 -1.7114 -2.9413 -1.8304
C -0.1165 0.7137 -3.4341 -2.4226
C -1.2423 0.5719 -2.3999 0.4262
H -0.3515 1.4118 -4.2422 0.4100
H 0.8111 1.0255 -2.9292 0.4511
C -0.9278 -0.8510 -1.7607 0.5256
H 0.3575 -2.3865 -2.6490 0.5594
H -1.3103 -2.2878 -3.3445 0.2805
C 0.2021 -0.8080 -0.7121 -1.3705
H -1.8539 -1.2430 -1.2942 0.8404
H -2.1941 0.4402 -2.9416 0.5477
C -1.4297 1.6891 -1.4713 0.3480
C 1.5270 -0.8621 -4.3530 -0.5138
C -0.6486 -0.8643 -5.3632 0.7335
O -1.4316 -0.0129 -5.7403 -0.6201
O 2.3445 -1.4727 -3.6811 -0.5969
O 1.8576 -0.2355 -5.4913 -0.2678
O -0.3677 -1.9151 -6.1661 -0.3702
C 0.2671 -3.1540 -5.7616 -0.5133
H 0.1941 -3.3532 -4.6836 0.2836
H 1.3128 -3.1505 -6.0897 0.1841
H -0.2730 -3.9270 -6.3132 0.3186
C 3.2548 -0.3016 -5.7826 -0.8016
H 3.8256 0.1945 -4.9859 0.3129
H 3.3825 0.2098 -6.7392 0.2484
H 3.5833 -1.3472 -5.8466 0.3172
O -0.2518 0.0104 0.3340 -0.2957
H 1.1354 -0.4059 -1.1615 0.1631
H 0.4294 -1.8350 -0.3395 0.4280
C -2.7617 1.9409 -0.9213 -1.5849
C -0.3190 2.5682 -1.1220 -1.1148
H 0.1050 3.1089 -1.9827 0.2331
H 0.5084 2.0108 -0.6541 0.0170
H -0.6566 3.3149 -0.3924 0.4350
H -2.6841 2.2532 0.1308 0.2359
H -3.4038 1.0529 -0.9829 0.4010
H -3.2674 2.7632 -1.4573 0.3327
Sn 0.3047 0.1486 2.2988 1.0632
C -1.7054 -1.8339 4.1899 -0.5530
C -2.1773 -1.6702 2.8549 -0.8555
C -1.4015 -2.5124 2.0056 -0.3958
H -2.9844 -1.0090 2.5421 0.5345
C -0.4329 -3.1726 2.8164 -0.6928
C -0.6043 -2.7260 4.1592 -0.6182
H -0.0259 -3.0446 5.0221 0.4054
H -2.1177 -1.3500 5.0731 0.5754
H -1.5706 -2.6731 0.9438 0.5545
H 0.2719 -3.9258 2.4716 0.4082
C 2.5016 0.8766 3.0339 -0.6724
C 2.6482 -0.2606 3.9027 -0.8801
C 2.8460 -1.4054 3.0998 -0.3836
H 2.6771 -0.2295 4.9899 0.3988
C 2.8619 -1.0265 1.7377 -0.5966
C 2.6222 0.3924 1.6602 -0.5958
H 2.7015 1.0259 0.7754 0.6058
H 2.4423 1.9236 3.3239 0.7362
H 3.0303 -2.4140 3.4652 0.4257
H 3.1016 -1.6782 0.8977 0.4500
C -2.1405 2.7646 5.1753 -1.6327
C -1.0817 2.7436 4.0730 1.2186
C 0.2448 3.3326 4.5423 -1.4194
C -1.1047 1.2926 3.5511 -1.2265
H -1.8213 2.1474 6.0193 0.3654
H -3.0796 2.3526 4.7944 0.3589
H -2.3401 3.7663 5.5579 0.4435
H -1.4344 3.3876 3.2526 0.1451
H 0.8046 2.7045 5.2436 0.2502
H 0.9009 3.5837 3.7033 0.2278
H 0.0350 4.2848 5.0464 0.4727
H -2.0634 1.1358 3.0351 0.2566
H -1.1176 0.6236 4.4183 0.1243
```

Summary:
LUMO level (spin up / spin down) (eV): 2.34 / 2.34
Orbital gap (spin up / spin down) (eV): 5.547 / 5.659
Charge: -1